(1)
Molecular formula: C60H90O30
Method: DFT, ωB97M-V/def2-TZVPD

Structure (ORCA input):
```
! RIJCOSX wB97M-V def2-TZVPD def2/J DEFGRID3
* xyz -1 2
O -0.17883 -2.12217 3.52666
C -0.92029 -2.80616 4.27616
O -2.03265 -2.27112 4.87659
C -2.56825 -3.17897 5.80430
C -2.14351 -4.55884 5.32983
C -0.79827 -4.27188 4.64820
H -3.64659 -3.01993 5.80451
H -2.08871 -2.94854 6.75564
H -2.83029 -4.90436 4.55714
H -2.04218 -5.34431 6.07875
H -0.50836 -5.01841 3.90878
H -0.02943 -4.35863 5.41596
O 3.33339 4.59454 4.25659
C 3.09200 4.21535 3.09643
O 3.48753 3.03423 2.67449
C 2.90701 2.65009 1.50569
C 1.78498 3.69466 1.26940
C 2.23562 4.87678 2.06320
H 2.52176 1.63172 1.55669
H 3.59574 2.67250 0.66115
H 0.77320 3.38021 1.52536
H 1.75885 4.05267 0.24021
H 1.49618 5.56785 2.46785
H 2.94755 5.53415 1.56409
O -1.64477 4.34376 -4.68364
C -1.56661 3.12222 -4.63283
O -1.22464 2.42547 -3.50657
C -1.03988 1.02747 -3.78249
C -1.94590 0.88646 -5.02210
C -1.66818 2.15243 -5.80609
H -1.43740 0.42551 -2.96536
H 0.00606 0.78494 -3.97035
H -2.99349 0.68889 -4.79490
H -1.54532 0.11679 -5.68182
H -2.51783 2.53354 -6.37261
H -0.76122 2.07266 -6.40539
O -2.94166 -6.85037 1.89421
C -2.63494 -5.78286 1.37608
O -1.31784 -5.59187 1.18837
C -1.18606 -4.29630 0.57280
C -2.28768 -3.42713 1.06868
C -3.38654 -4.52339 1.11100
H -1.09672 -4.29973 -0.51353
H -0.20252 -3.88678 0.80314
H -2.47239 -2.60054 0.38258
H -2.21834 -2.91502 2.02839
H -3.84545 -4.70863 0.13982
H -4.14926 -4.33675 1.86700
O 7.37892 1.79548 1.48226
C 6.71021 1.04176 0.76687
O 6.34496 1.38915 -0.47359
C 5.78141 0.29761 -1.15564
C 5.50124 -0.79052 -0.11112
C 6.36029 -0.39869 1.13827
H 6.41782 -0.09360 -1.94939
H 4.84025 0.63209 -1.59204
H 5.85748 -1.68054 -0.62984
H 4.43177 -0.82844 0.09601
H 7.29569 -0.95773 1.16351
H 5.86374 -0.39733 2.10859
O -0.42390 -2.08682 -3.04772
C -1.28673 -2.79281 -3.66023
O -0.94753 -3.90510 -4.32830
C -2.07801 -4.58533 -4.70846
C -3.20306 -3.60206 -4.70478
C -2.81756 -2.63016 -3.56535
H -2.30389 -5.31424 -3.93014
H -2.06198 -5.17469 -5.62524
H -4.13030 -4.12584 -4.47245
H -3.22913 -3.11079 -5.67744
H -3.13153 -3.04453 -2.60732
H -3.13945 -1.59517 -3.68066
O 2.86746 -0.47791 2.83078
C 2.85253 -1.44614 3.62481
O 2.90683 -1.20005 4.92578
C 2.91630 -2.36629 5.69319
C 3.49877 -3.39580 4.70430
C 2.94141 -2.95661 3.38063
H 1.88690 -2.51215 6.02055
H 3.57822 -2.35117 6.55906
H 3.34373 -4.43658 4.98860
H 4.58739 -3.34827 4.67694
H 1.93621 -3.37718 3.35266
H 3.56110 -3.34415 2.57200
O -2.67605 1.01836 5.19601
C -1.50154 1.38149 5.34558
O -1.17604 2.25706 6.44137
C 0.14390 2.77767 6.21111
C 0.63375 2.30752 4.82213
C -0.29354 1.12238 4.46261
H 0.80881 2.50290 7.02996
H 0.17618 3.86704 6.22890
H 1.67361 1.98132 4.80247
H 0.50700 3.18470 4.18763
H 0.20774 0.21721 4.80538
H -0.53774 1.02283 3.40499
O -4.28931 -1.22256 -0.96840
C -5.47819 -1.43636 -0.65570
O -6.21149 -0.32423 -0.23667
C -7.52173 -0.75737 0.03922
C -7.69309 -2.11109 -0.62591
C -6.30426 -2.73585 -0.71450
H -8.26860 -0.05848 -0.33740
H -7.54376 -0.92588 1.11590
H -8.23231 -2.23021 -1.56568
H -8.29473 -2.70380 0.06317
H -6.21489 -3.31221 -1.63534
H -6.05250 -3.28132 0.19500
O -1.80849 4.96904 2.51265
C -2.74807 4.23231 2.20412
O -2.61285 3.06216 1.55747
C -3.75600 2.24861 1.45547
C -4.74564 2.91547 2.45987
C -4.16802 4.34093 2.72875
H -3.57538 1.20183 1.69989
H -4.17332 2.19842 0.44977
H -4.76036 2.34408 3.38798
H -5.76783 2.87417 2.08367
H -4.16293 4.78851 3.72259
H -4.75280 5.09603 2.20345
O -3.91673 7.22192 -0.60605
C -2.92730 6.58500 -0.86874
O -2.87977 5.21820 -1.12396
C -1.49686 4.81114 -1.13875
C -0.60319 5.94838 -1.00712
C -1.56599 7.13762 -0.83261
H -1.32434 4.17865 -2.00955
H -1.21933 4.17586 -0.29761
H -0.02073 6.10705 -1.91468
H 0.18336 5.90000 -0.25405
H -1.40690 7.79179 -1.68985
H -1.49216 7.72434 0.08303
O 1.83640 1.29544 -6.14245
C 2.40344 0.38371 -5.56367
O 3.13039 0.67119 -4.43072
C 3.91791 -0.49531 -4.13509
C 2.97640 -1.64203 -4.65587
C 2.52037 -1.10128 -6.00910
H 4.09015 -0.51896 -3.05905
H 4.91652 -0.55626 -4.56769
H 2.10618 -1.77124 -4.01236
H 3.39303 -2.63448 -4.82780
H 1.58698 -1.48335 -6.42252
H 3.26231 -1.34112 -6.77075
O 2.31863 -5.76176 0.95932
C 2.49627 -5.10804 -0.08104
O 1.52158 -4.94356 -0.97505
C 1.92989 -3.82302 -1.86119
C 3.30578 -3.38083 -1.49716
C 3.78874 -4.37727 -0.50931
H 1.19367 -3.02968 -1.73187
H 1.99451 -4.16938 -2.89267
H 3.18993 -2.32876 -1.23673
H 3.91479 -3.35001 -2.40063
H 4.12670 -3.95114 0.43531
H 4.38767 -5.15054 -0.99036
O 2.38359 0.31700 -1.10103
C 1.24903 0.28126 -0.58431
O 0.49409 1.36376 -0.75097
C -0.72949 1.21285 -0.01067
C -0.95033 -0.28633 -0.04978
C 0.45909 -0.82409 0.14709
H -1.57583 1.73603 -0.45577
H -0.64783 1.66014 0.97997
H -1.42837 -0.48636 -1.00873
H -1.64804 -0.60331 0.72534
H 0.63894 -1.82066 -0.25615
H 0.67604 -0.90728 1.21204
O 5.17780 5.00121 -2.49854
C 4.18603 4.36259 -2.87820
O 3.46486 3.67390 -1.99706
C 2.25176 3.13839 -2.50729
C 2.15507 3.91421 -3.76953
C 3.62529 4.19872 -4.23203
H 1.39776 3.11396 -1.83040
H 2.40960 2.06885 -2.64611
H 1.63937 4.87061 -3.68329
H 1.62973 3.36772 -4.55276
H 3.74806 5.04048 -4.91356
H 3.95049 3.26981 -4.70054
*
```

Results
Max |F| (eV/A): 4.581
M (g/mol): 1291.35
Orbital gap (alpha / beta) (eV): 1.9 / 9.6

These are the Mulliken partial charges, in e, on atoms 1 to 4: O 0.221; C -0.263; O -0.180; C -0.608

(2)
Molecular formula: C60H90O30
Method: DFT, ωB97M-V/def2-TZVPD

Structure (ORCA input):
```
! RIJCOSX wB97M-V def2-TZVPD def2/J DEFGRID3
* xyz 0 1
O -2.10167 -2.83160 -2.05332
C -3.33818 -2.62381 -1.86161
O -4.11049 -3.61341 -1.27168
C -5.47654 -3.21814 -1.15712
C -5.43535 -1.68304 -1.28350
C -4.20795 -1.43489 -2.17929
H -5.83138 -3.29353 -0.12926
H -6.17820 -3.58878 -1.90438
H -5.25698 -1.11719 -0.36911
H -6.34883 -1.39663 -1.80466
H -3.70395 -0.47781 -2.04481
H -4.34680 -1.49941 -3.25849
O 2.22373 3.18764 0.89731
C 2.25848 3.28345 -0.32036
O 3.23275 2.78607 -1.07212
C 3.20276 3.16074 -2.40510
C 1.78695 3.51034 -2.63322
C 1.28598 3.97078 -1.23519
H 3.46348 2.34494 -3.07934
H 3.86222 4.00311 -2.61398
H 1.23980 2.62932 -2.96866
H 1.81759 4.32305 -3.35894
H 0.37090 3.45852 -0.93800
H 1.28789 5.05351 -1.10955
O 2.95757 0.20123 -3.76371
C 3.27098 -0.41206 -4.76770
O 3.49768 -1.73333 -4.73163
C 3.85299 -2.26449 -6.00779
C 3.50012 -1.18851 -7.01754
C 3.46760 0.13775 -6.18696
H 3.32472 -3.17692 -6.28438
H 4.94071 -2.32384 -6.04589
H 2.51186 -1.43025 -7.40870
H 4.13734 -1.05787 -7.89217
H 2.73819 0.92308 -6.38521
H 4.44325 0.61804 -6.26144
O -6.66988 1.05211 -0.05825
C -6.22887 2.02975 -0.61477
O -7.00613 2.91202 -1.26692
C -6.25979 4.03540 -1.77919
C -4.93844 3.89591 -0.98865
C -4.77073 2.41329 -0.79478
H -6.84604 4.92722 -1.55768
H -6.01346 3.98714 -2.83989
H -5.04084 4.30499 0.01647
H -4.09860 4.26864 -1.57504
H -4.02025 2.09166 -0.07268
H -4.50695 1.94180 -1.74147
O 1.87239 4.95816 5.68315
C 2.06541 3.74901 5.60264
O 2.16685 3.26064 4.38555
C 2.34598 1.82074 4.32730
C 2.64107 1.46008 5.73713
C 2.19742 2.62701 6.70283
H 3.11824 1.55543 3.60527
H 1.42334 1.41530 3.91202
H 3.71813 1.32885 5.84122
H 2.17430 0.56312 6.14417
H 2.91855 3.02062 7.41916
H 1.18936 2.48005 7.09056
O -1.91628 1.03344 -1.61835
C -1.08563 0.58604 -0.82295
O -1.20423 0.70239 0.48074
C -0.20586 -0.05602 1.22061
C 0.89683 -0.29257 0.19158
C 0.07525 -0.32124 -1.12988
H -0.70291 -0.99349 1.47002
H 0.20351 0.52683 2.04571
H 1.40818 -1.25082 0.28311
H 1.60841 0.52976 0.26593
H -0.28577 -1.34674 -1.20800
H 0.64593 -0.07927 -2.02647
O -3.57909 5.25767 -4.54091
C -3.10357 4.13619 -4.41864
O -3.72546 3.07674 -4.74813
C -2.99306 1.85873 -4.52613
C -1.57468 2.34336 -4.48890
C -1.74792 3.66894 -3.77357
H -3.11816 1.23575 -5.41176
H -3.28305 1.32722 -3.61976
H -1.07246 2.53921 -5.43628
H -1.01605 1.52370 -4.03702
H -0.93516 4.32932 -4.07592
H -1.75722 3.56697 -2.68839
O -0.03754 0.10105 -6.67534
C -0.11805 -1.04072 -6.31478
O -0.09877 -2.15740 -7.09065
C -0.26947 -3.29812 -6.32818
C -0.96996 -2.88842 -5.04279
C -0.53764 -1.44204 -4.95433
H 0.69234 -3.80876 -6.28060
H -0.92265 -3.89563 -6.96415
H -0.68421 -3.39992 -4.12366
H -2.04012 -2.99396 -5.22091
H 0.34794 -1.25147 -4.34808
H -1.28399 -0.69505 -4.68403
O -2.26252 -3.36339 1.22056
C -1.37010 -4.22121 1.26403
O -0.03451 -3.93475 1.32664
C 0.75143 -5.09604 1.44536
C -0.14252 -6.21729 1.80760
C -1.56136 -5.72022 1.50788
H 1.56452 -4.95422 2.15731
H 1.24582 -5.37854 0.51590
H -0.00435 -6.39074 2.87480
H 0.08890 -7.13916 1.27402
H -2.28942 -5.76336 2.31792
H -1.93162 -6.25657 0.63418
O 2.15114 -4.99527 -3.91257
C 2.54943 -4.47437 -2.87489
O 3.59262 -4.97707 -2.26008
C 3.86290 -4.35043 -1.03214
C 3.07195 -3.04011 -1.13394
C 1.93651 -3.35368 -2.07807
H 4.94715 -4.30958 -0.92811
H 3.46131 -5.08766 -0.33693
H 3.72102 -2.31588 -1.62618
H 2.84673 -2.64961 -0.14153
H 1.59399 -2.52023 -2.69139
H 1.04899 -3.71555 -1.55898
O 7.74476 -1.40428 1.17544
C 7.00762 -0.76214 0.38904
O 5.85034 -1.27863 0.02274
C 5.20837 -0.35385 -0.98520
C 5.88980 1.02680 -0.82986
C 7.29135 0.42525 -0.48671
H 4.14332 -0.26926 -0.76932
H 5.31735 -0.79548 -1.97575
H 5.40470 1.63142 -0.06357
H 5.89670 1.51596 -1.80391
H 7.93700 1.15868 -0.00370
H 7.88637 0.18224 -1.36705
O -4.68498 -2.71241 5.79454
C -4.45729 -1.85345 4.95120
O -3.59985 -2.12196 3.93223
C -3.84805 -1.26745 2.77990
C -5.07288 -0.46182 3.24431
C -5.16005 -0.56146 4.75493
H -4.00961 -1.95621 1.95068
H -2.93256 -0.73893 2.51411
H -6.01920 -0.68741 2.75270
H -4.85279 0.54464 2.88836
H -6.17868 -0.70866 5.11385
H -4.63350 0.24090 5.27171
O -4.04324 3.01472 3.30128
C -3.00161 3.59373 2.98714
O -2.67633 4.84055 3.34380
C -1.41651 5.25019 2.88559
C -0.93068 4.19123 1.91059
C -1.91842 3.05017 2.05886
H -0.68612 5.24281 3.69465
H -1.48675 6.22179 2.39653
H 0.00206 3.80273 2.31945
H -0.78439 4.34938 0.84209
H -1.47009 2.20419 2.57983
H -2.24949 2.78342 1.05520
O 4.36496 -4.36860 2.04426
C 4.28893 -3.29366 2.63504
O 3.27033 -2.41611 2.42652
C 3.43730 -1.21299 3.20080
C 4.95179 -1.18374 3.56329
C 5.38677 -2.68049 3.50908
H 2.77039 -1.06628 4.05039
H 3.20326 -0.37240 2.54756
H 5.20687 -0.56225 4.42165
H 5.40493 -0.63016 2.74091
H 5.40306 -3.03949 4.53814
H 6.35416 -2.60218 3.01298
O -0.95264 0.43250 4.13524
C -1.26100 1.06087 5.11470
O -1.17018 2.39089 5.14959
C -1.70052 2.91198 6.43485
C -2.46869 1.76804 6.96380
C -1.75215 0.53032 6.43452
H -2.23700 3.84703 6.27364
H -0.83588 3.23203 7.01629
H -3.44343 1.81768 6.47850
H -2.69034 1.87438 8.02571
H -2.39969 -0.33616 6.30030
H -0.81586 0.32934 6.95515
*
```

Results
Energy relative to the best compared isomer or geometry (same formula, charge and spin) (kcal per mole): 73.5
Max |F| (eV/A): 4.706
M (g/mol): 1291.35
Orbital gap (eV): 9.8

These are the Mulliken partial charges, in e, on atoms 1 to 4: O -0.456; C 0.151; O -0.367; C -0.572